# 1
34
Properties=species:S:1:pos:R:3:mulliken_charge:R:1 method="wB97M-V/def2-TZVPD" homo_lumo_gap_ev=4.12 total_charge=-1
C -1.254 3.331 1.243 -1.003
C -1.286 2.688 -0.241 -0.329
O -1.174 1.254 -0.225 -0.187
C -2.407 0.717 0.286 -0.389
C -2.577 -0.842 0.064 -0.400
O -2.403 -1.492 1.338 -0.413
C -1.191 -2.246 1.403 -0.583
C 0.117 -1.398 1.131 -0.313
O 0.484 -1.348 -0.260 -0.082
C 1.825 -0.879 -0.449 -0.694
Si 2.357 -1.506 -2.193 0.505
O 2.422 -3.228 -2.082 -0.579
P 4.208 -0.581 -2.971 0.095
O 5.370 -0.650 -1.712 -0.463
Br 3.830 1.628 -3.415 -0.226
H -2.306 3.200 1.633 0.240
H -1.009 4.433 1.239 0.380
H -0.572 2.685 1.912 0.185
H -0.353 3.089 -0.761 0.227
H -2.206 3.029 -0.810 0.285
H -2.459 0.887 1.416 0.163
H -3.295 1.291 -0.140 0.430
H -3.666 -1.015 -0.231 0.345
H -1.958 -1.269 -0.776 0.140
H -1.266 -3.181 0.755 0.256
H -1.116 -2.632 2.472 0.296
H 0.971 -1.923 1.682 0.462
H 0.071 -0.352 1.582 0.236
H 1.894 0.245 -0.334 0.299
H 2.543 -1.361 0.301 0.361
H 1.265 -1.170 -3.123 -0.083
H 1.603 -3.456 -1.594 0.331
H 4.860 -0.451 -0.899 0.346
I -1.324 2.500 3.757 -0.837

# 2
77
Properties=species:S:1:pos:R:3:mulliken_charge:R:1 method="wB97M-V/def2-TZVPD" relative_energy_kcal_mol=0.5 homo_lumo_gap_ev="5.29 / 5.94"
Sn -0.571 -0.254 -0.442 0.252
C -1.239 3.570 -0.650 -1.316
Si 0.052 2.298 -0.173 0.778
C 0.438 2.506 1.688 0.245
C 1.135 3.647 2.096 -0.165
C 1.497 3.842 3.421 -0.971
C 1.187 2.882 4.373 -0.945
C 0.508 1.735 3.993 -0.220
C 0.124 1.556 2.663 0.304
P -0.818 0.071 2.194 0.869
C -2.479 0.308 2.850 1.243
C -3.433 -0.671 2.574 -0.508
C -4.672 -0.621 3.195 -0.774
C -4.971 0.422 4.064 -0.661
C -4.038 1.421 4.304 -0.781
C -2.788 1.363 3.707 -0.324
C -0.102 -1.247 3.216 -0.160
C 1.151 -1.744 2.866 -0.184
C 1.766 -2.702 3.654 -0.753
C 1.127 -3.180 4.791 -0.628
C -0.126 -2.697 5.137 -0.699
C -0.742 -1.729 4.356 -0.220
C 1.696 2.707 -1.020 -0.120
C 1.831 3.877 -1.771 -0.572
C 3.060 4.266 -2.282 -0.728
C 4.187 3.493 -2.047 -0.771
C 4.073 2.315 -1.326 -0.132
C 2.837 1.913 -0.825 -0.170
P 2.647 0.308 0.028 1.422
C 2.984 -0.895 -1.301 0.456
C 2.975 -0.559 -2.651 -0.696
C 3.106 -1.545 -3.622 -0.688
C 3.252 -2.873 -3.255 -0.559
C 3.258 -3.220 -1.909 -0.713
C 3.116 -2.240 -0.942 -0.435
C 4.133 0.227 1.082 0.186
C 5.327 -0.389 0.712 -0.506
C 6.406 -0.401 1.586 -0.731
C 6.303 0.200 2.831 -0.590
C 5.116 0.814 3.206 -0.616
C 4.035 0.821 2.340 0.119
H -0.915 4.584 -0.398 0.385
H -1.458 3.526 -1.718 0.371
H -2.171 3.366 -0.118 0.401
H 1.412 4.394 1.360 0.425
H 2.037 4.735 3.708 0.406
H 1.482 3.019 5.405 0.450
H 0.278 0.975 4.730 0.499
H -3.220 -1.474 1.876 0.488
H -5.407 -1.382 2.970 0.442
H -5.943 0.464 4.537 0.363
H -4.280 2.246 4.961 0.399
H -2.059 2.137 3.908 0.341
H 1.646 -1.364 1.978 0.199
H 2.744 -3.077 3.381 0.475
H 1.605 -3.933 5.404 0.382
H -0.628 -3.073 6.019 0.432
H -1.720 -1.354 4.630 0.374
H 0.965 4.504 -1.951 0.410
H 3.140 5.180 -2.857 0.411
H 5.151 3.801 -2.431 0.426
H 4.948 1.698 -1.154 0.433
H 2.863 0.474 -2.953 0.310
H 3.094 -1.269 -4.668 0.433
H 3.354 -3.639 -4.013 0.399
H 3.366 -4.256 -1.615 0.416
H 3.116 -2.522 0.105 0.417
H 5.415 -0.860 -0.259 0.425
H 7.330 -0.882 1.289 0.423
H 7.145 0.186 3.511 0.391
H 5.028 1.283 4.179 0.468
H 3.108 1.291 2.637 -0.105
Se -6.620 1.228 -2.360 -0.495
Sb -5.590 0.012 -0.607 0.729
Se -2.972 0.346 -1.230 -0.087
Se -5.805 -2.252 0.050 -0.539
Se -5.640 1.835 1.101 -0.231

# 3
25
Properties=species:S:1:pos:R:3:mulliken_charge:R:1 method="wB97M-V/def2-TZVPD" smiles=CN(C)[C@H](Cl)C(C)(C)C relative_energy_kcal_mol=0.0 homo_lumo_gap_ev=9.63
C -0.090 -0.828 -2.054 -1.255
N 0.883 -0.507 -1.037 0.255
C 2.203 -0.876 -1.443 -0.990
C 0.600 -0.466 0.293 -1.098
Cl 0.324 -2.547 0.834 -0.334
C -0.524 0.450 0.815 2.025
C -0.178 1.954 0.549 -1.657
C -1.935 0.053 0.279 -1.481
C -0.635 0.361 2.348 -1.754
H -0.578 0.155 -2.161 0.344
H 0.396 -0.852 -2.978 0.501
H -0.698 -1.585 -1.954 0.390
H 2.935 -0.949 -0.530 0.288
H 2.337 -1.791 -1.939 0.423
H 2.764 -0.071 -2.119 0.274
H 1.428 -0.317 0.968 0.595
H 0.711 2.209 1.009 0.423
H -1.117 2.518 0.974 0.442
H -0.149 2.200 -0.518 0.342
H -1.802 -0.960 -0.049 0.409
H -2.712 0.011 1.059 0.393
H -2.390 0.750 -0.575 0.244
H -1.185 -0.569 2.684 0.402
H 0.351 0.295 2.889 0.359
H -0.941 1.365 2.656 0.458

# 4
38
Properties=species:S:1:pos:R:3:mulliken_charge:R:1 method="wB97M-V/def2-TZVPD" smiles="N#CC(C#N)(c1ccccc1)[C@@]1(c2ccc(Cl)cc2)C=CCC1" relative_energy_kcal_mol=0.0 homo_lumo_gap_ev=9.07
N -1.598 -1.546 0.386 -0.701
C -0.554 -1.655 -0.168 -0.306
C 0.773 -1.787 -0.794 2.557
C 1.318 -0.446 -1.036 -0.239
N 1.771 0.643 -1.178 -0.681
C 0.649 -2.573 -2.102 -0.460
C 1.618 -2.416 -3.121 -0.401
C 1.778 -3.423 -4.078 -0.584
C 0.934 -4.541 -4.076 -0.406
C -0.086 -4.654 -3.121 -0.666
C -0.272 -3.643 -2.176 -0.391
C 1.604 -2.189 0.623 1.737
C 1.438 -1.151 1.684 0.194
C 0.381 -1.251 2.614 -0.375
C 0.059 -0.212 3.490 -1.001
C 0.874 0.933 3.534 0.423
Cl 0.446 2.248 4.525 -0.212
C 1.997 1.025 2.688 -0.943
C 2.289 -0.027 1.806 -0.266
C 1.144 -3.557 0.890 -0.772
C 1.891 -4.465 0.198 -0.520
C 3.111 -3.839 -0.426 -0.792
C 3.055 -2.361 0.092 -0.894
H 2.219 -1.503 -3.167 0.379
H 2.556 -3.322 -4.839 0.384
H 1.080 -5.340 -4.815 0.379
H -0.755 -5.520 -3.119 0.394
H -1.110 -3.694 -1.470 0.378
H -0.238 -2.148 2.635 0.296
H -0.798 -0.279 4.159 0.381
H 2.642 1.918 2.748 0.349
H 3.191 0.061 1.175 0.373
H 0.216 -3.790 1.421 0.343
H 1.647 -5.520 0.028 0.434
H 3.103 -3.887 -1.533 0.238
H 4.042 -4.324 -0.091 0.464
H 3.324 -1.647 -0.712 0.317
H 3.792 -2.232 0.934 0.591

# 5
83
Properties=species:S:1:pos:R:3:mulliken_spin:R:1 method="wB97M-V/def2-TZVPD" spin_multiplicity=3 relative_energy_kcal_mol=91.7 homo_lumo_gap_ev="3.79 / 6.87" s_squared=2.010
P 3.404 -0.980 -1.458 -0.107
P 0.471 -1.239 -3.585 0.012
C 3.235 -1.496 -3.225 0.011
C 2.237 -0.665 -4.003 0.015
H 2.976 -2.560 -3.222 0.006
H 4.246 -1.456 -3.645 -0.004
H 2.335 0.407 -3.794 0.014
H 2.436 -0.806 -5.076 0.006
C 0.479 -2.560 -4.912 0.002
H -0.435 -3.163 -4.932 -0.001
H 1.342 -3.248 -4.873 0.001
H 0.551 -2.077 -5.906 0.001
C -0.343 -0.039 -4.664 0.004
H -0.216 -0.336 -5.705 0.002
H 0.081 0.960 -4.567 0.002
H -1.418 0.026 -4.483 -0.003
C 4.578 -2.103 -0.642 0.012
H 4.857 -1.727 0.353 -0.004
H 5.492 -2.146 -1.252 -0.003
H 4.199 -3.128 -0.535 0.001
C 4.162 0.635 -1.564 0.095
H 3.531 1.326 -2.122 -0.012
H 5.087 0.456 -2.127 -0.021
H 4.399 1.034 -0.577 0.003
Pt 0.880 1.449 0.470 0.419
C -1.163 -2.021 -2.631 0.120
C -0.832 -3.264 -1.967 0.634
C 0.517 -3.662 -1.663 0.140
C 1.194 -2.763 -0.582 0.075
C 1.664 -1.308 -0.830 0.050
C 0.758 -0.329 -1.757 0.166
C -0.702 0.074 -1.341 -0.151
C -1.754 -1.054 -1.612 0.115
C 2.297 2.108 1.662 0.013
H -1.873 -2.241 -3.491 0.016
H -1.681 -3.838 -1.567 -0.080
H 1.223 -3.775 -2.527 0.014
H 0.392 -4.642 -1.147 -0.001
H 0.517 -2.752 0.313 -0.018
H 2.138 -3.318 -0.338 0.016
H 1.902 -0.841 0.205 0.026
H 1.264 0.553 -2.208 -0.027
H -1.113 0.923 -2.023 0.004
H -0.895 0.426 -0.236 0.211
H -2.009 -1.580 -0.683 0.000
H -2.750 -0.640 -1.895 -0.001
H 2.260 3.107 2.180 -0.012
H 3.189 2.154 1.018 0.050
H 2.453 1.269 2.385 -0.011
C -4.580 -0.535 0.049 0.034
C -4.309 0.845 -0.096 -0.018
C -3.262 1.449 0.598 0.060
C -2.422 0.659 1.403 0.009
C -2.741 -0.701 1.636 0.055
C -3.803 -1.299 0.941 -0.022
Si -0.789 1.404 2.116 0.094
C -1.363 3.157 2.485 0.023
C -0.635 4.253 2.053 -0.039
C -1.176 5.538 2.190 0.000
C -2.424 5.724 2.798 0.000
C -3.117 4.615 3.299 0.005
C -2.589 3.331 3.154 0.021
C -0.453 0.637 3.822 -0.030
C -0.768 1.296 5.025 0.021
C -0.563 0.653 6.254 -0.003
C -0.068 -0.656 6.307 0.008
C 0.220 -1.320 5.111 0.003
C 0.014 -0.682 3.873 -0.010
H -5.379 -1.015 -0.530 0.003
H -4.909 1.470 -0.765 -0.001
H -3.063 2.522 0.480 0.007
H -2.130 -1.309 2.320 -0.013
H -4.008 -2.381 1.075 -0.004
H 0.334 4.110 1.571 0.003
H -0.585 6.373 1.812 0.000
H -2.855 6.729 2.888 0.000
H -4.074 4.727 3.814 -0.001
H -3.136 2.466 3.534 -0.003
H -1.137 2.325 5.023 0.002
H -0.775 1.179 7.194 0.000
H 0.089 -1.169 7.273 0.000
H 0.623 -2.336 5.127 0.000
H 0.272 -1.207 2.949 -0.003

Please write out number 1 again, unchanged.
34
Properties=species:S:1:pos:R:3:mulliken_charge:R:1 method="wB97M-V/def2-TZVPD" homo_lumo_gap_ev=4.12 total_charge=-1
C -1.254 3.331 1.243 -1.003
C -1.286 2.688 -0.241 -0.329
O -1.174 1.254 -0.225 -0.187
C -2.407 0.717 0.286 -0.389
C -2.577 -0.842 0.064 -0.400
O -2.403 -1.492 1.338 -0.413
C -1.191 -2.246 1.403 -0.583
C 0.117 -1.398 1.131 -0.313
O 0.484 -1.348 -0.260 -0.082
C 1.825 -0.879 -0.449 -0.694
Si 2.357 -1.506 -2.193 0.505
O 2.422 -3.228 -2.082 -0.579
P 4.208 -0.581 -2.971 0.095
O 5.370 -0.650 -1.712 -0.463
Br 3.830 1.628 -3.415 -0.226
H -2.306 3.200 1.633 0.240
H -1.009 4.433 1.239 0.380
H -0.572 2.685 1.912 0.185
H -0.353 3.089 -0.761 0.227
H -2.206 3.029 -0.810 0.285
H -2.459 0.887 1.416 0.163
H -3.295 1.291 -0.140 0.430
H -3.666 -1.015 -0.231 0.345
H -1.958 -1.269 -0.776 0.140
H -1.266 -3.181 0.755 0.256
H -1.116 -2.632 2.472 0.296
H 0.971 -1.923 1.682 0.462
H 0.071 -0.352 1.582 0.236
H 1.894 0.245 -0.334 0.299
H 2.543 -1.361 0.301 0.361
H 1.265 -1.170 -3.123 -0.083
H 1.603 -3.456 -1.594 0.331
H 4.860 -0.451 -0.899 0.346
I -1.324 2.500 3.757 -0.837

Copy entry 5 word for word.
83
Properties=species:S:1:pos:R:3:mulliken_spin:R:1 method="wB97M-V/def2-TZVPD" spin_multiplicity=3 relative_energy_kcal_mol=91.7 homo_lumo_gap_ev="3.79 / 6.87" s_squared=2.010
P 3.404 -0.980 -1.458 -0.107
P 0.471 -1.239 -3.585 0.012
C 3.235 -1.496 -3.225 0.011
C 2.237 -0.665 -4.003 0.015
H 2.976 -2.560 -3.222 0.006
H 4.246 -1.456 -3.645 -0.004
H 2.335 0.407 -3.794 0.014
H 2.436 -0.806 -5.076 0.006
C 0.479 -2.560 -4.912 0.002
H -0.435 -3.163 -4.932 -0.001
H 1.342 -3.248 -4.873 0.001
H 0.551 -2.077 -5.906 0.001
C -0.343 -0.039 -4.664 0.004
H -0.216 -0.336 -5.705 0.002
H 0.081 0.960 -4.567 0.002
H -1.418 0.026 -4.483 -0.003
C 4.578 -2.103 -0.642 0.012
H 4.857 -1.727 0.353 -0.004
H 5.492 -2.146 -1.252 -0.003
H 4.199 -3.128 -0.535 0.001
C 4.162 0.635 -1.564 0.095
H 3.531 1.326 -2.122 -0.012
H 5.087 0.456 -2.127 -0.021
H 4.399 1.034 -0.577 0.003
Pt 0.880 1.449 0.470 0.419
C -1.163 -2.021 -2.631 0.120
C -0.832 -3.264 -1.967 0.634
C 0.517 -3.662 -1.663 0.140
C 1.194 -2.763 -0.582 0.075
C 1.664 -1.308 -0.830 0.050
C 0.758 -0.329 -1.757 0.166
C -0.702 0.074 -1.341 -0.151
C -1.754 -1.054 -1.612 0.115
C 2.297 2.108 1.662 0.013
H -1.873 -2.241 -3.491 0.016
H -1.681 -3.838 -1.567 -0.080
H 1.223 -3.775 -2.527 0.014
H 0.392 -4.642 -1.147 -0.001
H 0.517 -2.752 0.313 -0.018
H 2.138 -3.318 -0.338 0.016
H 1.902 -0.841 0.205 0.026
H 1.264 0.553 -2.208 -0.027
H -1.113 0.923 -2.023 0.004
H -0.895 0.426 -0.236 0.211
H -2.009 -1.580 -0.683 0.000
H -2.750 -0.640 -1.895 -0.001
H 2.260 3.107 2.180 -0.012
H 3.189 2.154 1.018 0.050
H 2.453 1.269 2.385 -0.011
C -4.580 -0.535 0.049 0.034
C -4.309 0.845 -0.096 -0.018
C -3.262 1.449 0.598 0.060
C -2.422 0.659 1.403 0.009
C -2.741 -0.701 1.636 0.055
C -3.803 -1.299 0.941 -0.022
Si -0.789 1.404 2.116 0.094
C -1.363 3.157 2.485 0.023
C -0.635 4.253 2.053 -0.039
C -1.176 5.538 2.190 0.000
C -2.424 5.724 2.798 0.000
C -3.117 4.615 3.299 0.005
C -2.589 3.331 3.154 0.021
C -0.453 0.637 3.822 -0.030
C -0.768 1.296 5.025 0.021
C -0.563 0.653 6.254 -0.003
C -0.068 -0.656 6.307 0.008
C 0.220 -1.320 5.111 0.003
C 0.014 -0.682 3.873 -0.010
H -5.379 -1.015 -0.530 0.003
H -4.909 1.470 -0.765 -0.001
H -3.063 2.522 0.480 0.007
H -2.130 -1.309 2.320 -0.013
H -4.008 -2.381 1.075 -0.004
H 0.334 4.110 1.571 0.003
H -0.585 6.373 1.812 0.000
H -2.855 6.729 2.888 0.000
H -4.074 4.727 3.814 -0.001
H -3.136 2.466 3.534 -0.003
H -1.137 2.325 5.023 0.002
H -0.775 1.179 7.194 0.000
H 0.089 -1.169 7.273 0.000
H 0.623 -2.336 5.127 0.000
H 0.272 -1.207 2.949 -0.003